2 unconnected molecules or ions with the total composition C5H8N4S in a non-equilibrium geometry. Source: the OMol25 dataset; level of theory: ωB97M-V/def2-TZVPD.

- ΔE to the lowest compared entry with this formula, charge and spin: 487.3 kJ/mol
- Total energy: -812.3998 a.u.
- Structure (SMILES): CN=C=N/C=C\S.N=C=N
- Net charge: 0

The geometry in XYZ format:
```
18
Properties=species:S:1:pos:R:3:forces:R:3:nbo_charge:R:1
C -0.64442 2.30845 0.50419 -2.174 -0.975 1.885 -0.42
N -0.57118 1.10886 -0.25151 0.091 -1.482 -1.195 -0.57
C -1.00772 0.04216 0.14906 0.535 -0.397 1.608 0.74
N -1.39264 -0.78024 1.00988 -0.378 0.690 -0.302 -0.57
C -1.38334 -2.15449 1.01144 0.426 0.991 -1.011 0.02
C -1.04022 -2.79783 -0.11185 0.809 0.506 -0.726 -0.44
S -0.66660 -1.79844 -1.55919 0.287 -0.612 0.152 0.01
H -0.81296 3.11556 -0.13052 0.375 1.652 -1.071 0.20
H -1.61434 2.19108 1.02026 0.365 0.643 0.447 0.20
H 0.12235 2.44722 1.26375 0.258 -0.005 -0.278 0.21
H -1.61699 -2.59513 1.95729 -0.106 -0.427 0.215 0.22
H -0.76230 -3.82100 -0.21091 -0.414 -0.649 0.257 0.23
H 0.69930 -1.67183 -1.41347 -0.874 -0.026 0.170 0.18
N 2.11543 2.04909 -0.45897 1.449 -2.915 1.185 -0.70
C 1.97553 0.84132 -0.49778 2.244 -2.989 -0.956 0.72
N 2.17044 -0.43821 -0.48651 -0.678 3.666 0.222 -0.83
H 1.52949 2.77169 -0.68775 -1.656 1.612 -0.863 0.41
H 2.90014 -0.81826 -1.10739 -0.559 0.717 0.258 0.41
```
Forces are in eV/Å.